Run one
C7H9N in the gas phase. Source: OMol25; level of theory: the ωB97M-V functional and the def2-TZVPD basis.

Calculated values
- LUMO level (eV) = 0.635
- orbital gap (eV) = 6.80
- HOMO level (eV) = -6.163

The geometry in ORCA input format:
```
! wB97M-V def2-TZVPD RIJCOSX def2/J DEFGRID3
* xyz 0 1
C -1.991 0.035 -0.376
C -0.733 1.013 -0.084
C 0.762 1.046 -0.072
C 1.858 -0.071 -0.306
C 1.132 -1.310 -0.036
C -1.366 -1.174 0.208
C 0.039 0.452 1.002
H -2.054 0.125 -1.455
H -2.728 0.580 0.187
H -0.832 2.130 -0.020
H 1.158 2.045 -0.165
H 2.921 0.040 0.334
H 2.228 -0.168 -1.303
H 1.143 -2.194 -0.505
H -1.744 -2.106 -0.161
H 0.272 0.507 2.231
N -0.068 -0.948 0.520
*
```

---

Run two
A molecular structure, C7H9N. Source: OMol25; level of theory: the ωB97M-V functional and the def2-TZVPD basis.

Calculated values
- LUMO level (eV) = 0.712
- orbital gap (eV) = 8.01
- HOMO level (eV) = -7.294

The geometry in ORCA input format:
```
! wB97M-V def2-TZVPD RIJCOSX def2/J DEFGRID3
* xyz 0 1
C -1.013 0.765 1.942
C 0.805 -0.432 0.425
C -0.343 0.245 0.700
N 1.814 -1.010 1.006
C 1.385 -0.078 -2.059
C -1.903 0.194 -1.339
C 0.606 -0.137 -0.979
C -0.754 0.128 -0.673
H 1.749 -1.324 1.971
H 2.466 -1.575 0.467
H -0.645 0.284 2.851
H -0.729 1.823 2.038
H -2.102 0.773 1.859
H 2.446 -0.283 -1.976
H 0.982 0.244 -3.010
H -1.929 0.011 -2.407
H -2.834 0.374 -0.816
*
```

---

Run three
C7H9N in the gas phase. Source: OMol25; level of theory: the ωB97M-V functional and the def2-TZVPD basis.

Calculated values
- LUMO level (eV) = 1.033
- orbital gap (eV) = 9.92
- HOMO level (eV) = -8.886
- structure (SMILES) = CNc1ccccc1

The geometry in ORCA input format:
```
! wB97M-V def2-TZVPD RIJCOSX def2/J DEFGRID3
* xyz 0 1
C 2.037 -0.889 1.311
N 1.499 0.439 1.048
C 0.290 0.377 0.188
C -0.962 0.777 0.753
C -2.139 0.745 -0.014
C -2.137 0.254 -1.313
C -0.832 -0.154 -1.858
C 0.332 -0.032 -1.109
H 2.813 -0.495 1.916
H 1.314 -1.653 2.004
H 2.373 -1.427 0.449
H 2.063 0.891 0.437
H -1.018 1.144 1.781
H -3.088 0.992 0.447
H -2.863 0.285 -2.022
H -0.796 -0.743 -2.854
H 1.114 -0.511 -1.164
*
```

---

Stability verdict: run two, ahead by 0.0036 hartree

---

Run one
2 unconnected molecules or ions with the total composition C7H9N. Source: OMol25; level of theory: the ωB97M-V functional and the def2-TZVPD basis.

Calculated values
- LUMO level (eV) = 0.771
- orbital gap (eV) = 10.38
- HOMO level (eV) = -9.613
- structure (SMILES) = c1ccncc1.C=C

The geometry in ORCA input format:
```
! wB97M-V def2-TZVPD RIJCOSX def2/J DEFGRID3
* xyz 0 1
C 0.293 -0.383 -0.485
C 0.923 0.538 0.369
C 2.105 0.266 1.021
N 2.779 -0.915 0.908
C 2.255 -1.733 -0.046
C 1.074 -1.512 -0.794
H -0.714 -0.066 -0.935
H 0.221 1.415 0.640
H 2.538 1.186 1.544
H 2.831 -2.601 -0.203
H 0.729 -2.206 -1.561
C -2.049 0.947 0.437
C -2.952 0.965 -0.571
H -2.269 0.358 1.379
H -1.162 1.511 0.186
H -4.041 0.723 -0.590
H -2.560 1.508 -1.296
*
```

---

Run two
C7H9N in the gas phase. Source: OMol25; level of theory: the ωB97M-V functional and the def2-TZVPD basis.

Calculated values
- LUMO level (eV) = -2.133
- orbital gap (eV) = 4.77
- HOMO level (eV) = -6.898

The geometry in ORCA input format:
```
! wB97M-V def2-TZVPD RIJCOSX def2/J DEFGRID3
* xyz 0 1
C -0.745 -1.235 0.186
C -2.037 -1.477 -0.146
N -2.976 -0.587 -0.328
C 1.304 0.313 0.321
C -0.036 0.080 0.312
C -0.933 1.029 1.020
C 3.507 0.706 -0.781
C 2.117 0.665 -0.719
H -0.023 -2.058 0.471
H -2.277 -2.497 -0.292
H -3.891 -1.050 -0.227
H -0.454 1.996 1.528
H -1.495 0.544 1.766
H -1.747 1.424 0.299
H 4.165 0.162 -0.191
H 4.048 0.959 -1.657
H 1.472 1.027 -1.560
*
```

---

Stability verdict: run one, ahead by 0.1561 hartree

---

Run one
C7H9N in the gas phase. Source: OMol25; level of theory: the ωB97M-V functional and the def2-TZVPD basis.

Calculated values
- LUMO level (eV) = 1.093
- orbital gap (eV) = 9.80
- HOMO level (eV) = -8.703
- structure (SMILES) = C1=C[C@@H]2N[C@@H]2[C@@H]2C[C@@H]12

The geometry in ORCA input format:
```
! wB97M-V def2-TZVPD RIJCOSX def2/J DEFGRID3
* xyz 0 1
C 0.169 1.678 0.094
C -1.100 1.338 -0.134
C -1.571 -0.113 -0.215
N -1.273 -0.994 0.881
C -0.579 -1.152 -0.420
C 0.810 -0.535 -0.561
C 2.180 -0.497 0.112
C 1.059 0.544 0.473
H 0.402 2.729 0.303
H -1.747 2.098 -0.521
H -2.584 -0.123 -0.524
H -2.151 -1.523 1.018
H -0.773 -2.053 -0.955
H 0.898 -0.209 -1.537
H 3.042 -0.425 -0.535
H 2.357 -1.102 0.968
H 0.860 0.340 1.552
*
```

---

Run two
C7H9N in the gas phase. Source: OMol25; level of theory: the ωB97M-V functional and the def2-TZVPD basis.

Calculated values
- LUMO level (eV) = 0.677
- orbital gap (eV) = 9.59
- HOMO level (eV) = -8.910
- structure (SMILES) = C#C[C@H]1CN[C@H]2C[C@@H]21

The geometry in ORCA input format:
```
! wB97M-V def2-TZVPD RIJCOSX def2/J DEFGRID3
* xyz 0 1
C 3.430 -0.378 -0.127
C 2.093 -0.278 -0.392
C 0.704 -0.104 0.238
C 0.175 1.251 -0.019
N -1.184 1.325 -0.537
C -1.583 0.132 0.126
C -1.989 -1.367 -0.075
C -0.537 -0.918 -0.381
H 4.372 -0.893 -0.126
H 0.931 -0.205 1.362
H 0.585 1.662 1.147
H 0.867 1.848 -0.705
H -1.518 2.159 -0.189
H -1.300 0.143 1.157
H -2.170 -1.827 -1.009
H -2.175 -1.736 0.939
H -0.700 -0.813 -1.409
*
```

---

Run three
C7H9N in the gas phase. Source: OMol25; level of theory: the ωB97M-V functional and the def2-TZVPD basis.

Calculated values
- LUMO level (eV) = 0.988
- orbital gap (eV) = 8.65
- HOMO level (eV) = -7.658
- structure (SMILES) = CNc1ccccc1

The geometry in ORCA input format:
```
! wB97M-V def2-TZVPD RIJCOSX def2/J DEFGRID3
* xyz 0 1
C 2.664 0.299 0.086
N 1.607 -0.669 -0.192
C 0.330 -0.324 -0.076
C -0.686 -1.391 -0.065
C -2.041 -1.113 0.025
C -2.473 0.221 -0.005
C -1.563 1.363 -0.045
C -0.227 0.955 -0.131
H 2.671 1.007 -0.802
H 2.616 0.879 0.962
H 3.576 -0.198 0.197
H 1.772 -1.496 0.128
H -0.295 -2.544 -0.058
H -2.973 -1.839 0.012
H -3.422 0.502 0.129
H -1.933 2.443 0.028
H 0.378 1.906 -0.194
*
```

---

Run four
C7H9N in the gas phase. Source: OMol25; level of theory: the ωB97M-V functional and the def2-TZVPD basis.

Calculated values
- LUMO level (eV) = -1.669
- orbital gap (eV) = 5.43
- HOMO level (eV) = -7.102

The geometry in ORCA input format:
```
! wB97M-V def2-TZVPD RIJCOSX def2/J DEFGRID3
* xyz 0 1
C 1.046 1.150 0.540
C 2.324 0.585 0.732
N 2.853 -0.335 -0.020
C 0.063 0.631 -0.309
C -1.256 0.923 -0.254
C -2.474 0.355 0.107
C -2.700 -0.949 0.433
C 0.341 -0.456 -1.327
H 0.759 2.065 1.048
H 2.915 0.982 1.567
H 3.639 -0.754 0.469
H -3.330 1.009 0.299
H -3.551 -1.475 0.850
H -1.766 -1.488 0.594
H -0.600 -0.664 -1.849
H 0.633 -1.378 -0.821
H 1.104 -0.200 -2.058
*
```

---

Stability verdict: run three, ahead by 0.0934 hartree

---

Run one
C3H5NS3 in the gas phase. Source: OMol25; level of theory: the ωB97M-V functional and the def2-TZVPD basis.

Calculated values
- LUMO level (eV) = -1.489
- orbital gap (eV) = 7.37
- HOMO level (eV) = -8.862
- structure (SMILES) = S=C/C(CS)=N/S

The geometry in ORCA input format:
```
! wB97M-V def2-TZVPD RIJCOSX def2/J DEFGRID3
* xyz 0 1
S 2.355 0.572 -1.703
C 1.083 1.183 -0.793
C 0.288 0.371 0.197
C -0.988 0.855 0.678
S -2.515 0.570 -0.383
N 0.756 -0.871 0.420
S -0.078 -1.736 1.662
H 0.644 2.173 -1.069
H -1.303 0.409 1.601
H -1.088 2.000 0.846
H -3.019 -0.763 0.126
H 0.992 -2.679 1.863
*
```

---

Run two
C3H5NS3 in the gas phase. Source: OMol25; level of theory: the ωB97M-V functional and the def2-TZVPD basis.

Calculated values
- LUMO level (eV) = -1.068
- orbital gap (eV) = 7.37
- HOMO level (eV) = -8.440

The geometry in ORCA input format:
```
! wB97M-V def2-TZVPD RIJCOSX def2/J DEFGRID3
* xyz 0 1
C 2.571 0.556 0.064
C -0.091 0.004 -0.141
C -1.149 -1.031 -0.066
H 3.597 0.109 0.013
H 2.539 1.447 -0.593
H 2.397 0.894 1.099
H -0.775 -2.049 -0.091
H -4.373 -0.139 0.377
N -2.443 -1.029 0.005
S 1.436 -0.759 -0.294
S -0.374 1.623 -0.177
S -3.334 0.374 -0.195
*
```

---

Run three
2 unconnected molecules or ions with the total composition C3H5NS3. Source: OMol25; level of theory: the ωB97M-V functional and the def2-TZVPD basis.

Calculated values
- LUMO level (spin up / spin down) (eV) = -1.244 / -1.903
- orbital gap (spin up / spin down) (eV) = 4.72 / 3.61
- HOMO level (spin up / spin down) (eV) = -5.964 / -5.510

The geometry in ORCA input format:
```
! wB97M-V def2-TZVPD RIJCOSX def2/J DEFGRID3
* xyz 0 1
C 1.229 1.057 -1.317
C 1.502 -0.138 -0.759
C -1.016 -0.170 -1.423
N -0.609 -0.682 2.241
S -0.304 1.305 -2.046
S 0.101 -1.247 -0.746
S -1.687 0.531 1.767
H 1.720 2.030 -1.134
H 2.354 -0.511 -0.233
H -2.030 -0.104 -1.274
H -0.841 -1.482 1.721
H -0.418 -0.589 3.203
*
```

---

Run four
2 unconnected molecules or ions with the total composition C3H5NS3. Source: OMol25; level of theory: the ωB97M-V functional and the def2-TZVPD basis.

Calculated values
- LUMO level (spin up / spin down) (eV) = -0.114 / -0.090
- orbital gap (spin up / spin down) (eV) = 6.86 / 6.93
- HOMO level (spin up / spin down) (eV) = -6.970 / -7.023

The geometry in ORCA input format:
```
! wB97M-V def2-TZVPD RIJCOSX def2/J DEFGRID3
* xyz 0 1
C 1.970 -0.116 0.705
C 1.270 -1.170 0.368
C 0.355 0.869 -0.955
N -2.401 -0.074 -0.123
S 1.676 1.489 0.100
S 0.189 -0.821 -0.974
S -1.935 1.577 0.223
H 2.826 -0.338 1.340
H 1.281 -2.119 0.943
H 0.230 1.691 -1.684
H -3.192 -0.305 -0.615
H -2.267 -0.684 0.671
*
```

---

Stability verdict: run two, ahead by 0.0455 hartree